Below is 2 unconnected molecules or ions with the total composition CF3I at a distorted geometry, with properties calculated with ωB97M-V/def2-TZVPD.

Geometry (Å):
C: 0.1359 -0.2625 0.0941
F: -0.1430 -1.1820 -0.7801
F: -1.6232 0.8741 -0.1344
F: 0.0553 -0.5846 1.3012
I: 1.5750 1.1551 -0.4807

relative energy (zero: lowest compared OMol25 entry of this formula, charge and spin)	246.10	kJ/mol
net charge	0
E_HOMO (alpha / beta)	-0.3962 / -0.3962	Ha